[1]
{"formula": "C10H13NOS2", "method": "ωB97M-V with the def2-TZVPD basis set", "gap_ev": 8.2, "e_above_lowest_kj_mol": 0.0, "smiles": "O=C1N=C(S)SC1=C1CCCCCC1", "symbols": ["O", "C", "N", "C", "S", "S", "C", "C", "C", "C", "C", "C", "C", "C", "H", "H", "H", "H", "H", "H", "H", "H", "H", "H", "H", "H", "H"], "xyz": [[-3.100, 0.426, -0.990], [-2.732, -0.546, -0.324], [-3.590, -1.638, -0.157], [-3.146, -2.454, 0.777], [-3.960, -3.933, 1.200], [-1.705, -1.885, 1.641], [-1.517, -0.600, 0.469], [-0.396, 0.248, 0.340], [0.762, 0.137, 1.330], [1.990, -0.519, 0.669], [2.817, 0.350, -0.247], [2.014, 1.031, -1.388], [0.947, 2.046, -0.943], [-0.389, 1.353, -0.677], [-5.190, -3.441, 0.987], [1.008, 1.138, 1.670], [0.515, -0.484, 2.201], [1.633, -1.421, 0.122], [2.614, -0.895, 1.440], [3.647, -0.257, -0.638], [3.314, 1.143, 0.347], [2.748, 1.524, -2.038], [1.513, 0.250, -1.967], [0.756, 2.738, -1.736], [1.330, 2.645, -0.107], [-0.781, 0.931, -1.613], [-1.102, 2.114, -0.368]]}


[2]
{"formula": "C10H13NPV", "method": "ωB97M-V with the def2-TZVPD basis set", "s2": 3.841, "gap_ev": [3.9, 4.5], "total_charge": -1, "multiplicity": 4, "symbols": ["C", "C", "C", "C", "C", "V", "P", "H", "H", "H", "H", "H", "H", "H", "H", "C", "C", "C", "N", "C", "C", "H", "H", "H", "H", "H"], "xyz": [[0.327, -0.729, -1.878], [1.605, -1.369, -1.874], [2.578, -0.376, -2.142], [1.962, 0.886, -2.096], [0.547, 0.668, -2.005], [1.370, -0.068, -0.300], [1.334, -1.966, 1.422], [-0.601, -1.239, -1.735], [1.699, -2.434, -1.810], [3.602, -0.577, -2.412], [-0.190, 1.450, -1.896], [2.408, 1.863, -2.222], [1.575, -1.662, 2.799], [2.298, -3.015, 1.166], [0.107, -2.651, 1.697], [-2.852, 1.526, 1.685], [-1.638, 1.488, 2.391], [-0.509, 0.905, 1.811], [-0.519, 0.378, 0.529], [-1.733, 0.367, -0.106], [-2.887, 0.950, 0.414], [-3.756, 1.978, 2.087], [-1.586, 1.920, 3.400], [0.424, 0.874, 2.394], [-1.788, -0.081, -1.095], [-3.778, 0.914, -0.224]]}


[3]
{"formula": "C10H13O2", "method": "ωB97M-V with the def2-TZVPD basis set", "gap_ev": 7.4, "e_above_lowest_kj_mol": 38.9, "total_charge": -1, "symbols": ["C", "C", "C", "O", "O", "H", "H", "H", "H", "H", "C", "C", "C", "C", "C", "C", "C", "H", "H", "H", "H", "H", "H", "H", "H"], "xyz": [[-0.970, -2.232, 1.894], [-1.006, -0.757, 2.347], [-1.577, -2.374, 0.486], [-0.873, -2.108, -0.534], [-2.766, -2.792, 0.481], [0.072, -2.535, 1.942], [-1.557, -2.832, 2.560], [-1.838, -0.210, 1.894], [-0.118, -0.265, 1.949], [-1.064, -0.680, 3.437], [-1.002, 2.310, -1.772], [2.614, 2.228, -0.551], [1.414, 2.662, -1.097], [2.710, 0.898, -0.156], [0.305, 1.825, -1.162], [1.568, 0.103, -0.045], [0.364, 0.580, -0.536], [3.456, 2.909, -0.430], [1.289, 3.636, -1.553], [3.655, 0.383, -0.049], [1.628, -0.898, 0.341], [-1.473, 1.527, -2.345], [-0.726, 3.072, -2.510], [-0.498, -0.083, -0.547], [-1.647, 2.643, -0.966]]}


[4]
{"formula": "C10H13O2", "method": "ωB97M-V with the def2-TZVPD basis set", "gap_ev": 7.3, "e_above_lowest_kj_mol": 238.5, "total_charge": -1, "symbols": ["C", "C", "C", "C", "C", "C", "C", "H", "H", "H", "H", "H", "H", "H", "H", "C", "C", "C", "O", "O", "H", "H", "H", "H", "H"], "xyz": [[0.590, -0.271, -0.497], [1.707, -0.151, 2.999], [3.036, -0.588, 2.810], [0.927, -0.276, 1.948], [1.460, -0.673, 0.586], [3.513, -1.208, 1.639], [2.732, -1.166, 0.533], [1.335, 0.220, 3.956], [3.630, -0.657, 3.676], [-0.269, -0.204, 1.915], [4.462, -1.620, 1.621], [0.070, 0.706, -0.359], [-0.327, -0.986, -0.543], [3.196, -1.259, -0.441], [0.942, -0.454, -1.494], [-2.522, 1.347, -2.262], [-3.485, 1.102, -1.066], [-1.707, 0.077, -2.511], [-2.315, -0.962, -2.174], [-0.638, 0.196, -2.929], [-3.044, 1.578, -3.170], [-1.788, 2.246, -2.010], [-4.359, 0.520, -1.554], [-3.874, 2.080, -0.490], [-3.272, 0.402, -0.184]]}


[5]
{"formula": "C10H13O2", "method": "ωB97M-V with the def2-TZVPD basis set", "gap_ev": 6.6, "e_above_lowest_kj_mol": 69.6, "total_charge": -1, "symbols": ["C", "C", "C", "C", "C", "C", "C", "H", "H", "H", "H", "H", "H", "H", "H", "C", "C", "C", "O", "O", "H", "H", "H", "H", "H"], "xyz": [[-0.721, 1.115, -3.370], [2.151, -0.127, -1.203], [1.382, 0.158, -2.338], [1.759, 0.398, 0.013], [0.246, 0.927, -2.199], [0.600, 1.149, 0.166], [-0.186, 1.398, -0.954], [2.934, -0.872, -1.215], [1.683, -0.220, -3.306], [2.362, 0.210, 0.894], [0.254, 1.494, 1.124], [-0.317, 0.575, -4.232], [-0.711, 2.174, -3.625], [-0.991, 2.121, -0.903], [-1.678, 0.647, -3.156], [-0.517, -1.472, 2.010], [-1.512, -0.295, 1.958], [-0.315, -1.868, 3.482], [-1.307, -2.232, 4.144], [0.832, -1.633, 3.958], [-1.065, -2.314, 1.576], [0.340, -1.297, 1.371], [-1.958, -0.258, 0.960], [-1.029, 0.667, 2.091], [-2.235, -0.444, 2.755]]}


[6]
{"formula": "C10H14", "method": "ωB97M-V with the def2-TZVPD basis set", "s2": 2.019, "gap_ev": [6.5, 7.0], "e_above_lowest_kj_mol": 3.5, "multiplicity": 3, "symbols": ["C", "C", "C", "C", "C", "C", "C", "C", "C", "C", "H", "H", "H", "H", "H", "H", "H", "H", "H", "H", "H", "H", "H", "H"], "xyz": [[1.860, 0.180, -0.085], [0.880, 0.982, -0.256], [2.297, -1.086, -0.236], [1.161, -1.886, -0.642], [0.038, 2.036, -0.282], [0.020, -1.872, 0.028], [0.474, 3.410, 0.121], [-1.457, 1.810, -0.519], [-0.081, -1.369, 1.418], [-1.184, -2.585, -0.611], [3.197, -1.498, 0.168], [1.239, -2.351, -1.549], [1.578, 3.253, 0.529], [-0.135, 3.525, 1.005], [0.327, 4.321, -0.493], [-2.136, 2.673, -0.080], [-1.687, 0.841, 0.017], [-1.678, 1.628, -1.579], [-0.603, -0.477, 1.510], [0.992, -1.201, 1.796], [-0.710, -2.066, 2.094], [-1.638, -3.538, -0.062], [-0.814, -2.903, -1.581], [-1.943, -1.827, -0.711]]}


[7]
{"formula": "C10H14AgFN4PS", "method": "ωB97M-V with the def2-TZVPD basis set", "s2": 0.754, "gap_ev": [6.4, 6.2], "total_charge": 2, "multiplicity": 2, "symbols": ["C", "C", "C", "C", "N", "C", "C", "C", "F", "C", "P", "N", "C", "N", "S", "N", "C", "H", "H", "H", "H", "H", "H", "H", "H", "H", "H", "H", "H", "H", "H", "Ag"], "xyz": [[-2.831, -0.233, 1.375], [-2.336, -0.993, 2.605], [-0.822, -1.180, 2.715], [-0.207, -1.970, 1.540], [1.075, -1.437, 1.057], [1.054, -0.494, 0.037], [0.695, 0.827, 0.204], [0.748, 1.731, -0.859], [0.401, 2.989, -0.588], [1.175, 1.402, -2.129], [1.316, 2.563, -3.427], [2.907, 2.553, -3.977], [1.530, 0.034, -2.334], [1.925, -0.485, -3.489], [2.184, -2.058, -3.196], [1.837, -2.106, -1.656], [1.465, -0.882, -1.275], [-2.582, 0.824, 1.403], [-2.417, -0.635, 0.461], [-3.907, -0.339, 1.297], [-2.759, -0.511, 3.543], [-2.793, -1.976, 2.591], [-0.631, -1.749, 3.618], [-0.293, -0.241, 2.836], [-0.914, -2.140, 0.733], [0.030, -2.945, 1.944], [1.692, -2.191, 0.792], [0.421, 1.202, 1.173], [0.976, 3.835, -2.968], [0.511, 2.236, -4.521], [3.338, 3.476, -3.866], [-2.790, 0.896, 4.363]]}


Number 1: energy -35788.5067 eV. Number 2: energy -47043.3219 eV. Number 3: energy -14677.2028 eV. Number 4: energy -14675.1337 eV. Number 5: energy -14676.8848 eV. Number 6: energy -10589.8518 eV. Number 7: energy -43378.3684 eV.